ORCA calculation (wB97M-V/def2-TZVPD) on one molecule with the formula C18H26FN3O4S.

```
53
Properties=species:S:1:pos:R:3:nbo_charge:R:1
O 3.000 -2.014 0.342 -0.63
C 1.885 -1.542 0.400 0.69
N 1.533 -0.550 1.248 -0.62
C 2.491 0.299 1.913 -0.23
C 2.416 1.706 1.298 -0.23
N 1.031 2.158 1.315 -0.48
C 0.629 2.982 0.182 -0.25
C 1.149 4.419 0.295 -0.09
O 0.710 5.018 1.497 -0.52
C 1.133 4.275 2.619 -0.09
C 0.637 2.824 2.550 -0.25
C 0.734 -1.976 -0.501 -0.32
C 0.800 -3.444 -0.916 -0.40
C -0.359 -3.744 -1.866 -0.41
C -0.312 -2.813 -3.080 -0.23
N -0.217 -1.421 -2.711 -0.68
S -1.575 -0.479 -2.672 2.34
O -2.419 -0.900 -3.748 -0.94
O -1.130 0.882 -2.608 -0.94
C -2.425 -0.826 -1.123 -0.35
C -3.352 -1.850 -1.069 -0.17
C -3.978 -2.142 0.131 -0.28
C -3.652 -1.390 1.248 0.41
F -4.250 -1.672 2.418 -0.31
C -2.736 -0.351 1.201 -0.27
C -2.120 -0.070 -0.006 -0.19
C 0.821 -1.106 -1.768 -0.23
H 0.627 -0.112 1.148 0.41
H 2.263 0.334 2.983 0.19
H 3.483 -0.134 1.772 0.24
H 3.102 2.373 1.835 0.18
H 2.746 1.643 0.259 0.20
H 0.968 2.524 -0.748 0.21
H -0.466 3.012 0.172 0.20
H 0.756 5.037 -0.513 0.20
H 2.250 4.427 0.253 0.16
H 0.719 4.782 3.492 0.20
H 2.233 4.297 2.686 0.16
H 1.015 2.260 3.403 0.20
H -0.457 2.827 2.585 0.20
H -0.216 -1.788 0.008 0.21
H 0.742 -4.083 -0.034 0.22
H 1.756 -3.633 -1.405 0.22
H -1.304 -3.609 -1.334 0.20
H -0.307 -4.778 -2.209 0.22
H -1.204 -2.911 -3.699 0.24
H 0.566 -3.055 -3.691 0.20
H -3.584 -2.393 -1.971 0.25
H -4.709 -2.931 0.211 0.24
H -2.523 0.217 2.093 0.24
H -1.416 0.742 -0.103 0.25
H 0.724 -0.044 -1.538 0.23
H 1.793 -1.276 -2.245 0.22
```

Computed properties:
* SMILES: O=C(NCCN1CCOCC1)[C@@H]1CCCN(S(=O)(=O)c2ccc(F)cc2)C1
* Kohn-Sham gap: 9.236 eV
* lowest unoccupied orbital energy: 0.53 eV
* energy relative to the best compared isomer or geometry (same formula, charge and spin): 0.121 eV
* E_tot: -1664.77957 hartree

***

ORCA calculation (wB97M-V/def2-TZVPD) on one molecule with the formula C18H26FNO3S.

```
50
Properties=species:S:1:pos:R:3:nbo_charge:R:1
O -3.265 -0.388 -1.936 -0.95
S -2.880 0.253 -0.712 2.34
O -3.291 1.610 -0.496 -0.95
C -3.517 -0.768 0.655 -0.68
C -3.184 -0.111 1.985 -0.07
O -1.809 0.117 2.172 -0.54
C -1.285 1.295 1.588 -0.08
C -0.504 1.029 0.290 -0.08
C -0.167 2.342 -0.442 -0.40
C 1.307 2.766 -0.382 -0.20
C 1.799 2.966 1.052 -0.41
C 3.237 3.478 1.060 -0.39
C 4.153 2.503 0.328 -0.40
C 3.669 2.298 -1.104 -0.39
C 2.229 1.790 -1.116 -0.41
N -1.247 0.108 -0.546 -0.71
C -0.512 -0.718 -1.469 -0.24
C 0.366 -1.747 -0.802 -0.05
C 1.421 -2.301 -1.519 -0.18
C 2.241 -3.259 -0.952 -0.28
C 1.998 -3.653 0.352 0.40
F 2.797 -4.583 0.916 -0.33
C 0.963 -3.114 1.092 -0.28
C 0.147 -2.161 0.507 -0.21
H -4.590 -0.857 0.512 0.25
H -3.041 -1.737 0.539 0.24
H -3.484 -0.766 2.810 0.20
H -3.740 0.833 2.060 0.19
H -2.088 2.009 1.391 0.20
H -0.598 1.726 2.324 0.20
H 0.417 0.502 0.559 0.22
H -0.785 3.145 -0.038 0.22
H -0.456 2.225 -1.489 0.22
H 1.377 3.732 -0.895 0.20
H 1.149 3.678 1.566 0.21
H 1.758 2.020 1.595 0.19
H 3.578 3.608 2.090 0.21
H 3.279 4.453 0.569 0.19
H 5.176 2.884 0.324 0.21
H 4.154 1.544 0.850 0.19
H 4.317 1.584 -1.618 0.21
H 3.723 3.247 -1.643 0.19
H 1.892 1.673 -2.149 0.20
H 2.197 0.807 -0.639 0.20
H 0.102 -0.097 -2.136 0.20
H -1.266 -1.215 -2.085 0.26
H 1.602 -1.979 -2.534 0.21
H 3.060 -3.695 -1.501 0.23
H 0.804 -3.437 2.109 0.23
H -0.653 -1.722 1.082 0.23
```

Computed properties:
* SMILES: O=S1(=O)CCOC[C@H](CC2CCCCC2)N1Cc1ccc(F)cc1
* Kohn-Sham gap: 9.864 eV
* lowest unoccupied orbital energy: 0.70 eV
* energy relative to the best compared isomer or geometry (same formula, charge and spin): 0.000 eV
* E_tot: -1480.01244 hartree

***

ORCA calculation (wB97M-V/def2-TZVPD) on C18H26I2N4O6PdSi2 as an isolated structure.

```
59
Properties=species:S:1:pos:R:3:nbo_charge:R:1
Pd 0.013 1.189 0.369 1.14
I 0.473 4.209 0.001 0.26
C -1.558 4.655 -0.542 -0.69
I -2.370 3.167 -1.843 0.19
H -1.584 5.617 -1.039 0.23
H -2.138 4.644 0.372 0.25
C 3.419 2.043 2.859 -1.10
Si 3.072 0.456 1.820 1.61
C 2.062 -0.720 2.942 -1.08
C 4.719 -0.422 1.378 -1.08
C 2.319 1.193 0.238 -0.91
Si 2.371 0.598 -1.578 1.60
C 1.457 1.903 -2.649 -1.11
C 1.808 -1.122 -2.177 -1.09
C 4.242 0.752 -2.007 -1.08
H 3.942 1.790 3.774 0.24
H 2.476 2.506 3.134 0.25
H 4.012 2.774 2.320 0.22
H 2.470 -0.726 3.950 0.24
H 2.059 -1.743 2.577 0.24
H 1.029 -0.385 3.003 0.26
H 5.247 -0.702 2.281 0.25
H 5.372 0.219 0.799 0.23
H 4.540 -1.327 0.806 0.24
H 2.502 2.269 0.238 0.20
H 0.390 1.921 -2.425 0.24
H 1.547 1.676 -3.708 0.25
H 1.860 2.902 -2.505 0.23
H 0.724 -1.194 -2.188 0.25
H 2.188 -1.923 -1.554 0.24
H 2.156 -1.295 -3.192 0.24
H 4.683 1.637 -1.561 0.23
H 4.358 0.822 -3.083 0.24
H 4.791 -0.115 -1.664 0.24
N -0.954 -5.178 -0.749 -0.39
C -0.752 -4.173 -0.215 0.42
N -0.606 -3.101 0.459 -0.58
C -0.003 -2.016 0.421 0.63
N 0.589 -1.008 0.538 -0.61
O -1.636 2.612 1.419 -0.74
C -1.067 2.389 2.502 0.65
O 0.054 1.878 2.612 -0.62
H -1.598 2.702 3.428 0.12
O -1.824 0.063 0.977 -0.68
C -2.083 -0.206 -0.217 0.76
O -1.352 0.198 -1.156 -0.61
C -3.262 -1.081 -0.471 -0.14
C -3.479 -1.675 -1.710 -0.17
C -4.533 -2.557 -1.858 -0.20
C -5.361 -2.820 -0.773 0.10
C -5.154 -2.223 0.466 -0.21
C -4.096 -1.354 0.611 -0.15
N -6.474 -3.727 -0.936 0.51
O -6.637 -4.221 -2.030 -0.37
O -7.182 -3.927 0.026 -0.37
H -2.822 -1.456 -2.540 0.23
H -4.721 -3.050 -2.801 0.25
H -5.810 -2.454 1.292 0.25
H -3.890 -0.881 1.559 0.25
```

Computed properties:
* Kohn-Sham gap (spin up / spin down): 4.794 / 5.230 eV
* lowest unoccupied orbital energy (spin up / spin down): -4.27 / -4.02 eV
* energy relative to the best compared isomer or geometry (same formula, charge and spin): 3.513 eV
* E_tot: -2673.98132 hartree

***

ORCA calculation (wB97M-V/def2-TZVPD) on one molecule with the formula C18H26N2O.

```
47
Properties=species:S:1:pos:R:3:nbo_charge:R:1
C 0.808 2.232 -3.532 -0.64
C 2.226 1.874 -3.198 -0.06
C 3.220 2.056 -4.148 -0.19
C 4.549 1.796 -3.865 -0.22
C 4.900 1.355 -2.602 -0.21
C 3.923 1.155 -1.645 -0.26
C 2.580 1.394 -1.929 0.24
N 1.570 1.227 -0.960 -0.49
C 0.672 0.106 -1.147 -0.21
C -0.613 0.349 -0.346 -0.22
N -0.286 0.533 1.047 -0.45
C -0.666 -0.218 2.111 0.71
O -0.239 0.020 3.227 -0.64
C -1.689 -1.321 1.869 -0.32
C -3.085 -0.680 1.727 -0.39
C -4.192 -1.625 2.210 -0.40
C -3.820 -3.073 1.913 -0.40
C -2.606 -3.489 2.755 -0.40
C -1.689 -2.297 3.045 -0.38
C 0.665 1.609 1.241 -0.23
C 1.938 1.343 0.436 -0.23
H 0.266 2.501 -2.628 0.23
H 0.292 1.399 -4.012 0.21
H 0.789 3.072 -4.222 0.22
H 2.944 2.426 -5.126 0.21
H 5.305 1.950 -4.620 0.21
H 5.934 1.160 -2.361 0.21
H 4.209 0.798 -0.667 0.21
H 0.436 -0.006 -2.205 0.21
H 1.136 -0.833 -0.796 0.17
H -1.296 -0.485 -0.488 0.21
H -1.095 1.262 -0.715 0.20
H -1.430 -1.882 0.967 0.20
H -3.118 0.241 2.311 0.22
H -3.262 -0.412 0.683 0.20
H -4.341 -1.512 3.285 0.20
H -5.132 -1.365 1.718 0.21
H -4.664 -3.731 2.127 0.21
H -3.593 -3.169 0.849 0.19
H -2.941 -3.915 3.701 0.20
H -2.051 -4.266 2.226 0.20
H -2.017 -1.762 3.936 0.21
H -0.672 -2.641 3.236 0.22
H 0.887 1.669 2.307 0.25
H 0.213 2.549 0.905 0.19
H 2.627 2.180 0.556 0.22
H 2.413 0.426 0.824 0.17
```

Computed properties:
* SMILES: Cc1ccccc1N1CCN(C(=O)C2CCCCC2)CC1
* Kohn-Sham gap: 8.957 eV
* lowest unoccupied orbital energy: 0.73 eV
* energy relative to the best compared isomer or geometry (same formula, charge and spin): 0.000 eV
* E_tot: -886.26359 hartree

***

ORCA calculation (wB97M-V/def2-TZVPD) on C18H27AlF8N4O4P as an isolated structure.

```
63
Properties=species:S:1:pos:R:3:nbo_charge:R:1
N -5.643 -0.464 -3.480 -0.68
C -4.751 0.486 -3.321 0.58
N -4.645 1.158 -2.000 -0.88
N -3.825 0.922 -4.359 -0.66
C -3.509 -0.155 -5.338 -0.23
C -2.444 -1.223 -4.789 -0.41
C -3.182 -2.466 -4.111 -0.40
C -2.051 -3.577 -3.781 -0.98
Al -1.441 -3.434 -1.808 1.13
C 0.583 -3.147 -1.640 -1.00
C 0.903 -1.721 -0.939 -0.08
O 1.630 -1.928 0.305 -0.53
C 2.413 -0.788 0.671 -0.13
C 2.134 -0.459 2.204 0.62
F 3.336 -0.056 2.837 -0.33
F 1.804 -1.699 2.814 -0.32
C 0.902 0.508 2.502 0.59
F 1.124 1.049 3.798 -0.32
F -0.266 -0.255 2.603 -0.29
C 0.650 1.668 1.445 0.58
F -0.311 2.541 2.018 -0.31
F 0.046 1.182 0.268 -0.30
C 1.915 2.569 1.093 0.51
F 2.852 2.679 2.123 -0.33
F 1.417 3.884 0.873 -0.33
P -2.081 -5.469 -0.759 0.53
N -0.617 -6.402 -0.402 -1.17
O -2.737 -5.084 0.798 -0.99
H -6.138 -0.545 -2.579 0.33
H -5.605 1.360 -1.685 0.35
H -4.309 0.427 -1.347 0.39
H -4.223 1.710 -4.889 0.38
H -3.034 0.322 -6.264 0.18
H -4.416 -0.746 -5.695 0.20
H -1.724 -0.776 -4.031 0.21
H -1.837 -1.638 -5.664 0.20
H -3.620 -2.113 -3.118 0.21
H -4.000 -2.905 -4.781 0.19
H -2.474 -4.627 -3.917 0.21
H -1.169 -3.473 -4.490 0.19
H -2.287 -2.287 -1.062 -0.43
H 1.071 -3.210 -2.677 0.20
H 0.999 -4.010 -1.019 0.22
H -0.096 -1.252 -0.685 0.19
H 1.525 -1.129 -1.681 0.15
H 2.329 0.091 -0.036 0.18
H 3.509 -1.129 0.619 0.21
H 2.363 2.261 0.092 0.18
H 0.012 -5.903 0.242 0.36
H -0.087 -6.615 -1.257 0.37
H -3.671 -5.354 0.755 0.48
C 4.576 6.005 6.553 -0.23
C 5.664 5.530 5.946 -0.23
C 5.559 4.589 4.809 0.47
O 6.552 4.155 4.257 -0.49
C 4.203 4.198 4.370 -0.22
C 3.114 4.673 4.977 -0.24
C 3.219 5.613 6.114 0.48
O 2.228 6.049 6.667 -0.49
H 4.634 6.693 7.387 0.23
H 6.665 5.806 6.254 0.23
H 4.145 3.512 3.539 0.24
H 2.114 4.396 4.669 0.24
```

Computed properties:
* charge: -1
* Kohn-Sham gap: 3.097 eV
* lowest unoccupied orbital energy: -0.18 eV
* E_tot: -2604.69128 hartree

***

ORCA calculation (wB97M-V/def2-TZVPD) on C18H27AuF6N2O2PSb as an isolated structure.

```
58
Properties=species:S:1:pos:R:3:nbo_charge:R:1
Au 0.269 0.175 -0.513 1.01
C 3.609 -2.764 -0.167 -0.70
C 2.388 -1.984 0.204 0.58
O 1.842 -1.323 -0.703 -0.66
C 1.976 -2.054 1.596 -0.30
C 0.873 -1.552 2.234 0.28
C 0.678 -1.708 3.710 -0.67
N -0.090 -0.877 1.553 -0.21
N -1.117 -0.361 2.050 -0.04
C -1.913 0.633 1.459 0.65
O -1.770 0.864 0.250 -0.61
C -2.878 1.285 2.318 -0.14
C -3.642 2.330 1.799 -0.14
C -4.531 2.993 2.621 -0.22
C -4.649 2.617 3.955 -0.13
C -3.889 1.576 4.473 -0.22
C -2.996 0.909 3.656 -0.12
H 3.628 -2.937 -1.239 0.25
H 3.672 -3.704 0.378 0.25
H 4.483 -2.161 0.105 0.27
H 2.651 -2.605 2.233 0.24
H 1.451 -2.341 4.133 0.24
H -0.305 -2.146 3.903 0.24
H 0.712 -0.723 4.176 0.29
H -3.523 2.615 0.763 0.22
H -5.124 3.809 2.232 0.23
H -5.340 3.146 4.601 0.23
H -3.985 1.296 5.514 0.24
H -2.379 0.113 4.056 0.23
F 0.675 1.819 1.379 -0.75
Sb 1.350 2.284 3.144 3.19
F -0.199 1.440 3.847 -0.70
F 2.153 0.572 3.091 -0.70
F 1.997 2.645 4.848 -0.66
F 2.820 3.053 2.278 -0.67
F 0.368 3.870 2.992 -0.67
C -1.564 1.859 -4.580 -0.62
C -1.306 1.054 -3.300 -0.74
P 0.072 1.670 -2.296 1.13
C 1.580 1.604 -3.301 -0.75
C 2.894 1.705 -2.514 -0.61
C -0.328 3.381 -1.865 -0.74
C 0.661 4.146 -0.980 -0.62
H -2.381 1.402 -5.137 0.24
H -0.690 1.874 -5.232 0.22
H -1.852 2.888 -4.364 0.22
H -1.080 0.013 -3.533 0.25
H -2.182 1.050 -2.649 0.26
H 1.504 2.403 -4.042 0.25
H 1.531 0.655 -3.840 0.25
H 3.031 2.688 -2.068 0.23
H 3.734 1.523 -3.184 0.24
H 2.945 0.965 -1.715 0.22
H -1.321 3.342 -1.411 0.26
H -0.436 3.868 -2.838 0.25
H 0.825 3.651 -0.028 0.25
H 0.257 5.138 -0.778 0.24
H 1.624 4.282 -1.471 0.21
```

Computed properties:
* charge: +1
* Kohn-Sham gap (spin up / spin down): 8.325 / 5.879 eV
* lowest unoccupied orbital energy (spin up / spin down): -3.55 / -6.58 eV
* energy relative to the best compared isomer or geometry (same formula, charge and spin): 0.000 eV
* E_tot: -2278.36894 hartree
* multiplicity: 4